# 1
Formula: C42H46N5O7STcTe4
Source: the OMol25 dataset
Level of theory: ωB97M-V/def2-TZVPD

```
! RIJCOSX wB97M-V def2-TZVPD def2/J DEFGRID3
* xyz -1 4
Tc -0.579 0.734 0.100
C -2.910 -5.106 1.012
O -1.909 -4.429 0.261
C -1.841 -4.663 -1.076
C -2.491 -5.736 -1.679
C -2.281 -6.048 -3.012
C -1.434 -5.273 -3.781
C -0.867 -4.143 -3.219
C -1.056 -3.817 -1.878
N -0.489 -2.566 -1.511
C 0.111 -2.061 -0.427
N 0.054 -2.603 0.781
C 0.383 -1.777 1.894
C 0.122 -0.395 1.882
C 0.623 0.304 2.989
C 1.282 -0.318 4.037
C 1.461 -1.693 4.048
C 1.019 -2.424 2.958
O 1.194 -3.771 2.801
C 1.677 -4.499 3.911
N 0.729 -0.864 -0.512
C 2.120 -0.926 -0.235
C 2.780 0.079 0.466
C 4.164 0.095 0.630
C 4.930 -0.918 0.094
C 4.301 -1.960 -0.581
C 2.925 -1.984 -0.735
O 2.275 -2.974 -1.409
C 3.050 -3.922 -2.107
H -3.053 -4.536 1.923
H -2.596 -6.130 1.223
H -3.867 -5.074 0.502
H -3.202 -6.316 -1.109
H -2.790 -6.903 -3.441
H -1.230 -5.524 -4.814
H -0.270 -3.480 -3.833
H -0.306 -1.980 -2.315
H -0.435 -3.471 0.928
H 0.514 1.378 3.041
H 1.664 0.281 4.855
H 1.960 -2.177 4.877
H 1.707 -5.536 3.584
H 1.006 -4.407 4.770
H 2.682 -4.179 4.195
H 2.211 0.879 0.895
H 4.621 0.913 1.175
H 6.008 -0.911 0.195
H 4.906 -2.751 -1.006
H 2.342 -4.546 -2.648
H 3.627 -4.551 -1.422
H 3.728 -3.437 -2.814
Te -3.611 -0.465 -1.840
Te -4.778 -1.996 0.295
Te -6.895 -3.607 0.261
Te -2.533 -0.564 0.395
C -2.318 4.658 0.066
C -3.042 3.785 1.044
C -4.389 4.048 1.275
C -5.136 3.281 2.149
C -4.500 2.290 2.871
C -3.146 2.017 2.694
C -2.530 1.017 3.630
C -2.432 2.708 1.707
N -1.154 2.232 1.239
C -0.030 2.984 1.293
C 0.120 4.005 2.394
C 0.990 2.848 0.301
C 2.316 3.514 0.615
N 0.777 2.213 -0.871
C 1.502 2.731 -1.998
C 1.535 4.132 -2.213
C 0.662 5.138 -1.505
C 2.323 4.676 -3.223
C 3.077 3.883 -4.062
C 2.949 2.513 -3.933
C 2.173 1.924 -2.938
C 2.115 0.425 -2.975
H -3.012 5.373 -0.377
H -1.899 4.073 -0.750
H -1.525 5.231 0.547
H -4.853 4.859 0.726
H -6.196 3.462 2.278
H -5.062 1.688 3.578
H -3.250 0.233 3.868
H -2.244 1.519 4.560
H -1.640 0.546 3.236
H -0.789 4.043 2.989
H 0.318 5.003 1.995
H 0.952 3.753 3.058
H 2.663 3.180 1.597
H 2.247 4.604 0.641
H 3.065 3.239 -0.122
H 0.160 4.746 -0.636
H -0.108 5.487 -2.196
H 1.247 6.007 -1.189
H 2.322 5.755 -3.344
H 3.721 4.316 -4.819
H 3.464 1.859 -4.628
H 2.354 0.070 -3.979
H 2.829 -0.018 -2.283
H 1.117 0.068 -2.737
O -2.915 0.953 -3.407
S -1.662 1.375 -2.667
O -0.862 2.294 -3.434
O -0.972 0.087 -2.308
O -2.085 1.922 -1.333
*
```

Calculated values
* HOMO level (spin up / spin down): -4.039 / -4.061 eV
* orbital gap (spin up / spin down): 6.07 / 4.93 eV
* energy: -108288.1576 eV

Here are the Löwdin charges for atoms 1 to 2, given in e: atom 1 (Tc): 1.11, atom 2 (C): -0.09

---

# 2
Formula: C16H20SSi2
Source: the OMol25 dataset
Level of theory: ωB97M-V/def2-TZVPD

```
! RIJCOSX wB97M-V def2-TZVPD def2/J DEFGRID3
* xyz 0 1
S 1.436 0.310 1.657
C 3.864 -1.169 -1.242
C 1.108 3.919 -0.083
C 3.035 -1.713 -2.177
C -0.223 4.058 -0.347
C 3.365 -0.641 -0.069
C 1.580 2.746 0.463
C 1.668 -1.747 -1.887
C -1.076 3.011 -0.039
C 2.012 -0.616 0.201
C 0.752 1.705 0.823
C 1.140 -1.226 -0.709
C -0.602 1.839 0.534
C -1.631 -2.312 -1.636
C -0.425 -2.834 0.992
C -3.438 0.690 0.291
C -1.750 -0.006 2.534
Si -0.665 -1.513 -0.237
Si -1.688 0.325 0.714
H 4.928 -1.171 -1.382
H 1.800 4.721 -0.290
H 3.368 -1.996 -3.164
H -0.628 4.962 -0.739
H 4.088 -0.131 0.582
H 2.650 2.652 0.633
H 0.968 -2.124 -2.613
H -2.150 3.098 -0.151
H -1.175 -3.235 -1.997
H -1.782 -1.565 -2.421
H -2.605 -2.643 -1.227
H -1.375 -3.284 1.228
H 0.058 -2.469 1.894
H 0.168 -3.650 0.590
H -4.072 -0.195 0.330
H -3.859 1.411 0.996
H -3.488 1.070 -0.721
H -1.701 0.921 3.109
H -2.685 -0.498 2.758
H -0.970 -0.702 2.803
*
```

Calculated values
* HOMO level: -8.691 eV
* orbital gap: 9.44 eV
* energy: -43508.1896 eV
* structure (SMILES): C[Si]1(C)c2ccccc2Sc2ccccc2[Si]1(C)C

Here are the Löwdin charges for atoms 1 to 2, given in e: atom 1 (S): 0.99, atom 2 (C): -0.10

---

# 3
Formula: C16H31IN5O
Source: the OMol25 dataset
Level of theory: ωB97M-V/def2-TZVPD

```
! RIJCOSX wB97M-V def2-TZVPD def2/J DEFGRID3
* xyz 1 1
C 0.894 -1.683 4.553
C 0.176 -1.837 3.128
C -1.323 -2.290 3.419
C 0.970 -2.836 2.145
C 0.173 -3.223 0.823
N 0.349 -2.299 -0.340
C -0.277 -0.960 -0.143
C 0.771 0.258 -0.269
C 0.141 1.546 0.443
C -0.487 2.439 -0.737
O -1.701 2.662 -0.749
N 0.467 2.877 -1.750
C -0.200 3.248 -3.025
C 1.336 3.962 -1.206
C 2.108 -0.181 0.461
N 2.736 -1.345 -0.273
C 1.717 -2.233 -0.813
N 2.021 -3.055 -1.825
C 0.931 -3.939 -2.383
I 3.873 -3.221 -2.687
H 0.641 -2.528 5.272
H 2.017 -1.615 4.431
H 0.547 -0.728 5.074
H 0.133 -0.798 2.676
H -1.406 -3.275 3.973
H -1.991 -2.291 2.489
H -1.772 -1.491 4.104
H 2.042 -2.493 1.958
H 1.075 -3.807 2.746
H -0.936 -3.380 0.963
H 0.591 -4.238 0.488
H -0.993 -0.807 -1.027
H -0.930 -0.877 0.781
H 0.978 0.388 -1.375
H 1.016 2.102 0.926
H -0.634 1.214 1.193
H 0.520 3.821 -3.684
H -0.516 2.316 -3.607
H -1.118 3.892 -2.855
H 0.750 4.569 -0.440
H 1.669 4.660 -2.027
H 2.254 3.571 -0.645
H 2.846 0.684 0.322
H 2.018 -0.350 1.573
H 3.252 -0.882 -1.043
H 0.001 -3.339 -2.652
H 1.311 -4.360 -3.374
H 0.717 -4.829 -1.722
C -4.290 4.461 -2.261
C -5.773 4.566 -2.127
N -6.932 4.647 -2.023
H -3.832 5.433 -2.075
H -3.902 3.741 -1.539
H -4.031 4.132 -3.267
*
```

Calculated values
* HOMO level: -12.173 eV
* orbital gap: 7.72 eV
* energy: -34683.9117 eV

Here are the Löwdin charges for atoms 1 to 2, given in e: atom 1 (C): -0.09, atom 2 (C): -0.41

---

# 4
Formula: C45H60O15
Source: the OMol25 dataset
Level of theory: ωB97M-V/def2-TZVPD

```
! RIJCOSX wB97M-V def2-TZVPD def2/J DEFGRID3
* xyz 0 1
C 25.262 45.600 47.704
C 25.051 44.797 46.397
C 26.118 43.716 46.003
O 23.817 44.070 46.544
H 26.175 46.137 47.644
H 25.147 44.996 48.689
H 24.431 46.222 47.715
H 24.851 45.462 45.591
H 26.053 42.852 46.714
H 27.112 44.220 45.913
H 25.791 43.252 45.120
H 23.311 44.737 46.678
C 29.196 47.983 44.141
C 28.714 49.248 43.358
C 29.645 49.936 42.315
O 27.534 48.766 42.628
H 28.335 47.544 44.477
H 30.112 48.069 44.851
H 29.598 47.245 43.491
H 28.348 50.052 43.977
H 29.369 50.815 41.815
H 30.240 49.381 41.653
H 30.376 50.493 42.761
H 27.042 49.399 42.099
C 20.772 53.825 49.548
C 20.701 52.360 49.970
C 20.823 51.275 48.836
O 21.730 52.048 50.897
H 21.127 54.416 50.510
H 19.927 54.347 49.207
H 21.628 53.936 48.901
H 19.854 52.158 50.502
H 19.981 51.265 48.052
H 20.939 50.224 49.069
H 21.848 51.607 48.331
H 21.386 52.194 51.765
C 25.502 52.445 48.855
C 26.996 52.681 48.746
C 27.257 54.231 48.588
O 27.584 52.093 49.838
H 25.051 52.756 47.943
H 24.802 52.856 49.630
H 25.429 51.253 48.990
H 27.352 52.079 47.840
H 28.504 54.432 48.667
H 26.528 54.697 49.434
H 26.879 54.628 47.532
H 28.550 52.470 49.960
C 26.564 53.766 43.317
C 26.923 55.052 42.442
C 27.702 54.555 41.160
O 25.774 55.474 41.844
H 25.630 53.922 43.747
H 27.329 53.543 43.998
H 26.495 52.906 42.681
H 27.480 55.739 43.094
H 27.067 54.146 40.463
H 28.329 53.701 41.405
H 28.468 55.366 40.827
H 25.542 56.272 41.935
C 30.486 49.739 50.513
C 30.823 48.242 50.535
C 29.843 47.320 49.642
O 30.073 46.121 49.622
C 28.643 47.853 49.038
C 28.431 49.323 49.039
C 29.311 50.285 49.873
O 29.044 51.424 49.928
H 31.180 50.422 50.886
H 31.746 47.991 51.074
H 28.199 47.420 48.200
H 27.478 49.810 48.611
C 25.522 50.623 52.635
C 24.823 49.789 51.451
C 25.785 48.794 50.633
O 25.344 48.102 49.761
C 27.155 48.670 51.248
C 27.676 49.364 52.469
C 26.950 50.472 53.076
O 27.423 50.973 54.104
H 24.861 51.601 53.096
H 23.908 50.202 50.970
H 27.835 47.964 50.698
H 28.640 49.277 52.439
C 19.973 46.430 47.907
C 18.913 46.960 48.935
C 19.533 47.511 50.256
O 18.822 47.876 51.194
C 21.033 47.544 50.328
C 21.949 47.098 49.229
C 21.418 46.451 48.048
O 22.106 46.210 47.061
H 19.315 46.183 46.902
H 17.867 46.810 48.627
H 21.665 48.161 50.967
H 22.990 46.972 49.440
C 23.953 49.481 47.054
C 22.568 49.938 46.450
C 22.671 50.992 45.352
O 21.663 51.565 44.970
C 23.898 51.363 44.818
C 25.177 50.778 45.311
C 25.208 49.864 46.393
O 26.300 49.482 46.843
H 23.997 48.860 47.905
H 21.527 49.583 46.923
H 23.990 52.124 44.007
H 26.106 51.234 44.751
C 32.340 50.564 44.024
C 30.960 49.926 44.315
C 29.947 50.713 45.227
O 28.888 50.178 45.559
C 30.432 52.071 45.744
C 31.736 52.607 45.449
C 32.754 51.957 44.584
O 33.914 52.342 44.368
H 32.767 49.980 43.040
H 30.941 48.932 43.891
H 29.524 52.515 46.198
H 31.928 53.614 45.871
*
```

Calculated values
* energy relative to the best compared isomer or geometry (same formula, charge and spin): 2.9288 eV
* HOMO level: -7.516 eV
* orbital gap: 4.93 eV
* energy: -78315.0110 eV

Here are the Löwdin charges for atoms 1 to 2, given in e: atom 1 (C): -0.04, atom 2 (C): -0.42

---

# 5
Formula: C5H4O4Sm
Source: the OMol25 dataset
Level of theory: ωB97M-V/def2-TZVPD

```
! RIJCOSX wB97M-V def2-TZVPD def2/J DEFGRID3
* xyz 2 7
C 3.898 0.036 0.103
C 4.164 1.148 -0.372
H 4.421 2.154 -0.681
H 2.923 0.762 -0.420
O -1.585 -1.682 0.252
C -0.475 -1.018 0.219
O 0.353 -1.051 1.165
O -0.574 0.085 -0.523
Sm 2.764 -2.049 1.248
C -2.965 -0.065 -0.044
C -2.067 0.472 -0.845
O -3.981 0.091 0.644
H -2.110 1.539 -1.094
H -4.764 -0.421 0.348
*
```

Calculated values
* energy relative to the best compared isomer or geometry (same formula, charge and spin): 0.5262 eV
* HOMO level (spin up / spin down): -16.616 / -17.041 eV
* orbital gap (spin up / spin down): 8.65 / 9.22 eV
* energy: -31320.0870 eV

Here are the Löwdin charges for atoms 1 to 2, given in e: atom 1 (C): -0.13, atom 2 (C): 0.08

---

# 6
Formula: C2H3NOS2
Source: the OMol25 dataset
Level of theory: ωB97M-V/def2-TZVPD

```
! RIJCOSX wB97M-V def2-TZVPD def2/J DEFGRID3
* xyz 0 1
C -0.175 0.367 0.254
C -0.336 -0.223 -1.160
H 0.670 -0.709 3.501
H -0.566 1.419 0.480
H 0.473 -1.642 -0.251
N 0.358 -0.429 1.170
O 0.128 -1.516 -1.133
S 0.796 0.431 2.624
S -0.861 0.519 -2.462
*
```

Calculated values
* energy relative to the best compared isomer or geometry (same formula, charge and spin): 1.7238 eV
* HOMO level: -9.350 eV
* orbital gap: 8.31 eV
* energy: -27329.0532 eV
* structure (SMILES): OC(=S)/C=N/S

Here are the Löwdin charges for atoms 1 to 2, given in e: atom 1 (C): -0.25, atom 2 (C): -0.89

---

# 7
Formula: C38H30Cl2F3N8O5RbS
Source: the OMol25 dataset
Level of theory: ωB97M-V/def2-TZVPD

```
! RIJCOSX wB97M-V def2-TZVPD def2/J DEFGRID3
* xyz -2 1
Rb -0.101 -1.095 0.811
Cl -3.283 5.908 1.536
C -3.105 4.172 1.347
C -1.920 3.686 0.811
C -1.699 2.319 0.582
N -0.614 1.798 -0.149
C 0.320 2.632 -0.589
O 0.572 3.819 -0.286
C 1.203 2.077 -1.776
C 2.282 3.088 -2.121
C 3.586 2.949 -2.399
C 4.464 1.844 -2.074
C 4.141 0.940 -1.139
N 2.874 0.862 -0.588
C -2.726 1.414 1.041
C -3.910 1.942 1.569
C -4.112 3.307 1.705
Cl -5.634 3.881 2.353
N -2.550 0.040 0.895
C -3.184 -0.797 1.699
O -3.985 -0.610 2.645
C -2.850 -2.292 1.490
C -2.966 -3.139 2.593
C -2.621 -4.470 2.464
C -2.203 -4.942 1.229
C -2.149 -4.041 0.180
N -2.448 -2.749 0.303
H -1.152 4.387 0.534
H 1.855 4.067 -2.296
H 4.077 3.827 -2.811
H 5.463 1.817 -2.492
H 4.873 0.230 -0.759
H -4.677 1.261 1.895
H -3.311 -2.709 3.522
H -2.661 -5.131 3.322
H -1.901 -5.971 1.082
H -1.820 -4.352 -0.808
C 2.747 0.244 0.715
C 2.136 1.197 1.753
C 2.155 0.614 3.136
C 3.260 0.768 3.969
C 3.255 0.161 5.212
C 2.149 -0.586 5.585
C 1.095 -0.687 4.691
N 1.087 -0.099 3.500
N 1.757 0.749 -1.456
C 0.301 2.103 -3.080
C -1.204 2.066 -2.956
C -1.892 3.175 -2.462
C -3.264 3.113 -2.327
C -3.919 1.957 -2.735
C -3.159 0.935 -3.273
N -1.833 0.981 -3.399
C 2.005 -0.225 -2.510
C 0.785 -0.935 -3.054
C 0.695 -1.187 -4.423
C -0.416 -1.844 -4.916
C -1.424 -2.194 -4.033
C -1.251 -1.897 -2.690
N -0.153 -1.326 -2.203
H 2.189 -0.685 0.626
H 3.742 -0.060 1.051
H 1.105 1.440 1.491
H 2.695 2.134 1.709
H 4.104 1.357 3.629
H 4.105 0.263 5.877
H 2.100 -1.095 6.539
H 0.216 -1.276 4.933
H 0.610 1.322 -3.771
H 0.545 3.041 -3.581
H -1.338 4.038 -2.113
H -3.808 3.935 -1.878
H -4.988 1.838 -2.619
H -3.639 0.022 -3.616
H 2.647 -0.989 -2.063
H 2.568 0.191 -3.360
H 1.486 -0.844 -5.081
H -0.510 -2.052 -5.976
H -2.337 -2.672 -4.366
H -2.020 -2.120 -1.955
F 2.514 -5.603 3.336
C 2.407 -5.190 2.062
F 1.495 -5.972 1.463
F 3.587 -5.425 1.465
S 1.940 -3.403 1.976
O 3.019 -2.756 2.686
O 0.644 -3.364 2.616
O 1.883 -3.132 0.554
*
```

Calculated values
* energy relative to the best compared isomer or geometry (same formula, charge and spin): 1.7416 eV
* HOMO level: -1.572 eV
* orbital gap: 5.35 eV
* energy: -106742.2526 eV

Here are the Löwdin charges for atoms 1 to 2, given in e: atom 1 (Rb): 0.99, atom 2 (Cl): 0.58

---

# 8
Formula: C9H15N2O
Source: the OMol25 dataset
Level of theory: ωB97M-V/def2-TZVPD

```
! RIJCOSX wB97M-V def2-TZVPD def2/J DEFGRID3
* xyz 1 1
C -1.188 1.200 0.041
C 2.296 0.701 -0.107
C -2.356 0.286 -0.046
C -2.032 -1.196 0.146
C -0.679 -1.524 -0.478
C 1.804 -0.722 -0.328
C 0.375 -0.690 0.228
C -1.413 2.665 -0.042
C 2.716 -1.751 0.329
N 1.156 1.458 0.165
N 0.008 0.733 0.153
O 3.394 1.150 -0.154
H -3.113 0.610 0.673
H -2.798 0.449 -1.036
H -2.010 -1.439 1.210
H -2.815 -1.799 -0.310
H -0.447 -2.581 -0.354
H -0.688 -1.300 -1.546
H 1.791 -0.895 -1.410
H 0.404 -0.958 1.292
H -1.143 3.150 0.897
H -2.459 2.883 -0.242
H -0.809 3.114 -0.832
H 2.742 -1.618 1.407
H 3.726 -1.630 -0.052
H 2.378 -2.758 0.104
H 1.159 2.461 0.288
*
```

Calculated values
* energy relative to the best compared isomer or geometry (same formula, charge and spin): 0.1311 eV
* HOMO level: -14.099 eV
* orbital gap: 10.33 eV
* energy: -14597.8324 eV
* structure (SMILES): CC1=[N+]2NC(=O)[C@@H](C)[C@@H]2CCC1

Here are the Löwdin charges for atoms 1 to 2, given in e: atom 1 (C): -0.17, atom 2 (C): -0.40